10
Properties=species:S:1:pos:R:3 method="wB97M-V/def2-TZVPD" total_charge=0 orbital_gap_ha=0.314 multiplicity=1 smiles="N/C=C/N" fmax_ev_per_a=1.05 e_homo_ev=-7.283 e_tot_ev=-5150.5491
N 0.1512 -1.8707 -0.2414
C -0.2827 -0.5449 0.0045
C 0.4434 0.5618 -0.0989
N -0.0853 1.8434 0.0632
H -0.5896 -2.5300 -0.0453
H 0.9128 -2.2189 0.3435
H -1.3396 -0.4433 0.2424
H 1.5002 0.5311 -0.3300
H 0.1923 2.5973 -0.5379
H -0.9026 2.0742 0.5997

40
Properties=species:S:1:pos:R:3 method="wB97M-V/def2-TZVPD" total_charge=0 orbital_gap_ha=0.305 multiplicity=1 smiles="O=C1C=CC(=O)C=C1.O=C1C=CC(=O)C=C1.CCOB(O)OC(=O)OI" fmax_ev_per_a=9.31 e_homo_ev=-10.220 e_tot_ev=-42983.4109
O -2.2874 -4.1786 -1.7767
C -1.7529 -3.1804 -1.3136
C -2.2288 -1.8260 -1.6578
C -1.6428 -0.7360 -1.1531
C -0.4961 -0.8390 -0.2288
O 0.0383 0.1592 0.2343
C -0.0203 -2.1934 0.1154
C -0.6062 -3.2835 -0.3894
H -3.0713 -1.7671 -2.3364
H -1.9789 0.2647 -1.3958
H 0.8222 -2.2523 0.7940
H -0.2702 -4.2842 -0.1466
O 1.4333 -2.2177 -7.3533
C 0.9754 -1.5377 -6.4453
C 1.3605 -1.7748 -5.0401
C 0.8580 -1.0327 -4.0486
C -0.1021 0.0567 -4.3156
O -0.5600 0.7367 -3.4077
C -0.4872 0.2938 -5.7209
C 0.0153 -0.4483 -6.7124
H 2.0662 -2.5770 -4.8606
H 1.1293 -1.1939 -3.0124
H -1.1929 1.0960 -5.9004
H -0.2561 -0.2871 -7.7486
C -0.7467 2.9557 3.1127
C 0.1585 1.5660 3.2932
O -0.3972 0.6654 4.3147
B 0.3353 0.7414 5.5938
O -0.5020 0.8921 6.8360
O 1.7945 0.6342 5.7856
C 2.4264 1.9655 5.9559
O 3.7859 1.9769 5.8678
O 1.6422 3.2168 6.1520
I 2.7431 4.8432 5.6495
H -1.8747 2.6365 3.1838
H -0.5423 3.3372 2.0201
H -0.4686 3.7822 3.8931
H 1.2987 1.8062 3.4092
H 0.0525 0.9997 2.2476
H -1.4507 0.9839 6.5054

69
Properties=species:S:1:pos:R:3 method="wB97M-V/def2-TZVPD" total_charge=-1 orbital_gap_ha=0.280 multiplicity=1 fmax_ev_per_a=3.19 e_homo_ev=-5.585 e_tot_ev=-211067.7985
C 1.1897 0.3153 5.1504
C 1.7761 1.3880 5.0387
S 2.3206 2.9478 4.2053
O 1.1700 3.8064 3.8487
O 3.2073 3.6550 5.1495
N 3.2088 2.6649 2.8014
S 2.9117 1.1501 2.1264
O 3.7534 0.1486 2.8273
O 1.4841 0.7852 1.9820
C 3.5891 1.2742 0.3925
C 4.7955 0.2765 0.1316
C 5.0432 0.2544 -1.4609
F 4.4359 1.3717 -2.1086
Br 6.9829 0.3070 -1.9004
C 4.4643 -1.0764 -2.1439
F 4.5649 -0.9130 -3.5397
F 5.2301 -2.1768 -1.7622
Br 2.5685 -1.3882 -1.6900
H 0.5940 -0.6240 5.3072
H 2.7156 1.1322 -0.3194
H 3.9665 2.3274 0.2274
H 5.7384 0.6957 0.5875
H 4.5901 -0.7591 0.5408
C -6.9070 4.5180 5.2358
O -5.5022 4.6415 5.2986
C -4.9045 3.6938 6.1776
C -3.5254 3.2849 5.6786
O -3.5527 2.4035 4.5585
C -3.9442 2.9702 3.3077
C -2.9258 3.9426 2.7249
O -3.0031 5.1992 3.3869
C -1.7648 5.8857 3.3995
H -7.3586 4.7998 6.1935
H -7.2719 5.1901 4.4585
H -7.1967 3.4963 4.9679
H -5.5330 2.8004 6.2749
H -4.8110 4.1722 7.1595
H -3.0376 2.7201 6.4788
H -2.8904 4.1494 5.4818
H -4.9380 3.4139 3.3720
H -4.0237 2.1210 2.6219
H -3.1463 4.1119 1.6648
H -1.9240 3.5127 2.8202
H -0.9769 5.2607 3.8303
H -1.8745 6.7748 4.0229
H -1.4892 6.1937 2.3854
C 1.7464 -7.6726 -5.6698
O 0.7347 -6.6861 -5.6745
C 0.0857 -6.5569 -4.4142
C -0.3472 -5.1176 -4.1732
O 0.7254 -4.2379 -3.8434
C 1.6207 -3.8945 -4.9018
C 0.9996 -3.0009 -5.9677
O 0.1690 -3.7633 -6.8368
C -0.8916 -3.0065 -7.3813
H 1.3075 -8.6692 -5.5518
H 2.2705 -7.6250 -6.6247
H 2.4718 -7.4827 -4.8720
H 0.7460 -6.8765 -3.5995
H -0.7973 -7.2062 -4.4325
H -1.0052 -5.1114 -3.2990
H -0.9356 -4.7249 -5.0037
H 2.0774 -4.7848 -5.3334
H 2.4267 -3.3302 -4.4228
H 1.7920 -2.5525 -6.5765
H 0.4268 -2.2063 -5.4797
H -1.4815 -2.5339 -6.5890
H -1.5443 -3.6842 -7.9338
H -0.5057 -2.2455 -8.0679

12
Properties=species:S:1:pos:R:3 method="wB97M-V/def2-TZVPD" total_charge=0 orbital_gap_ha="0.305 / 0.297" multiplicity=1 fmax_ev_per_a=5.11 e_homo_ev="-7.900 / -7.788" e_tot_ev=-74299.1634
C 0.8981 1.3572 0.5837
C 0.4793 0.4226 -0.1930
C 0.8048 -0.5047 -1.1700
C -1.4779 -0.5350 0.9097
Br -2.6420 -0.4977 -0.5472
H 0.4380 1.6698 1.5607
H 1.9672 1.6489 0.4951
H -0.0035 -0.5869 -2.0190
H 1.8270 -0.3173 -1.6038
H 0.6443 -1.4785 -0.6907
H -1.1410 -1.5702 1.2183
H -1.7944 0.3920 1.4560

43
Properties=species:S:1:pos:R:3 method="wB97M-V/def2-TZVPD" total_charge=+2 orbital_gap_ha=0.081 multiplicity=1 fmax_ev_per_a=12.40 e_homo_ev=-13.662 e_tot_ev=-37372.5184
Hf 1.1408 3.0560 -0.5380
F 0.6663 0.7731 -0.7283
F 2.9506 1.8879 0.3770
C -2.5546 2.6844 -0.3278
O -1.3718 2.8162 -0.5150
N -3.4006 1.9860 -1.0715
N -3.1850 3.0970 0.7308
H -3.0560 1.5689 -1.9244
H -4.3467 1.8344 -0.7520
H -4.1553 2.8429 0.8498
H -2.8050 3.8168 1.3287
C -0.3651 -0.6903 -3.9412
O -0.6396 -1.0827 -5.0201
N -0.5159 0.5345 -3.5356
N 0.0981 -1.4458 -3.0043
H -0.5125 1.3436 -4.1401
H -0.4041 0.6735 -2.5415
H 0.1190 -1.0861 -2.0607
H 0.2207 -2.3995 -3.3136
C 0.2925 2.0051 2.6569
O 0.4349 2.6007 1.6166
N 1.2307 1.2501 3.1198
N -0.8389 1.9547 3.3313
H 2.1240 1.1220 2.6662
H 1.1215 1.1500 4.1189
H -1.6447 2.5604 3.2682
H -0.8587 1.2994 4.0996
C 3.1564 -2.5236 -0.6615
O 3.7800 -3.5634 -0.5229
N 3.1242 -1.5110 0.1722
N 2.3117 -2.3818 -1.6069
H 2.7867 -0.5942 -0.0842
H 3.3386 -1.6684 1.1465
H 1.8619 -1.4853 -1.4875
H 2.4709 -2.8090 -2.5081
C -0.7731 -2.2873 1.0127
O -1.7678 -1.9107 0.4380
N -0.6581 -3.4160 1.5657
N 0.3361 -1.6459 1.3032
H -1.4481 -4.0189 1.7457
H 0.2029 -3.5918 2.0636
H 1.1819 -2.0677 1.6594
H 0.3512 -0.6783 1.0140

18
Properties=species:S:1:pos:R:3 method="wB97M-V/def2-TZVPD" total_charge=-1 orbital_gap_ha=0.171 multiplicity=1 fmax_ev_per_a=1.40 e_homo_ev=-2.772 e_tot_ev=-29258.1517
K -1.0522 -0.1171 -1.4684
C 1.3520 3.1015 -1.5687
O 0.6233 2.1001 -2.1087
H 1.3458 3.1531 -0.4453
H 2.4307 3.0447 -1.8572
H 1.0081 4.1191 -1.8952
C 0.1915 -3.3885 -2.3150
O 0.2393 -2.1546 -2.8556
H 1.1994 -3.8354 -2.1341
H -0.3112 -3.4174 -1.3022
H -0.3805 -4.1254 -2.9335
C -0.9101 0.5188 3.5658
N -0.9994 -0.1735 2.2500
O -0.4290 -1.2278 2.1141
O -1.6532 0.3869 1.3880
H -0.6381 1.5474 3.3558
H -0.1412 0.0345 4.1558
H -1.8753 0.4338 4.0540

71
Properties=species:S:1:pos:R:3 method="wB97M-V/def2-TZVPD" total_charge=+3 orbital_gap_ha=0.217 multiplicity=1 fmax_ev_per_a=1.28 e_homo_ev=-15.165 e_tot_ev=-75518.6300
Zr -0.6116 -0.6020 -0.1680
I -7.0853 -4.2678 0.5539
C -5.4640 -3.0951 0.0361
C -4.9795 -3.1137 -1.2682
C -3.9039 -2.3087 -1.6245
I -3.1213 -2.4146 -3.5452
C -3.3368 -1.4767 -0.6788
O -2.2881 -0.6369 -1.0346
C -3.7584 -1.4945 0.6492
C -3.0226 -0.7184 1.7133
N -1.5647 -1.1684 1.7872
C -1.4419 -2.6228 2.1295
C -0.5786 -3.3857 1.1573
C -0.1417 -4.6676 1.4432
C 0.5784 -5.3609 0.4863
C 0.8501 -4.7597 -0.7406
C 0.3977 -3.4817 -0.9542
N -0.3084 -2.8015 -0.0234
C -4.8349 -2.3057 0.9942
H -5.4370 -3.7567 -2.0077
H -3.4818 -0.8953 2.6849
H -3.0179 0.3548 1.5165
H -1.1154 -0.6338 2.5311
H -2.4408 -3.0626 2.1028
H -1.0605 -2.7361 3.1437
H -0.3754 -5.1184 2.3987
H 0.9224 -6.3668 0.6892
H 1.4009 -5.2772 -1.5127
H 0.5765 -2.9783 -1.8985
H -5.1855 -2.3184 2.0190
C 4.4993 -0.6099 0.3235
N 3.7520 0.6086 -0.0686
C 4.6067 1.7526 -0.4535
P 2.2292 0.4901 -0.5097
O 1.3991 -0.4615 0.3624
O 1.5829 1.9502 -0.3257
P 0.2221 2.5240 0.3515
O -0.8151 1.3752 0.3442
N -0.3087 3.6816 -0.6132
C -1.6563 3.7322 -1.2155
C 0.4258 4.9641 -0.6246
N 0.6721 2.9121 1.8468
C 2.0303 3.3591 2.2181
C -0.3901 3.5093 2.6893
N 1.9438 0.0518 -2.0668
C 3.0150 0.2369 -3.0817
C 0.5778 0.1715 -2.6154
H 5.0233 -1.0368 -0.5321
H 3.8240 -1.3446 0.7545
H 5.2265 -0.3231 1.0802
H 5.2725 1.4736 -1.2696
H 5.2057 2.0340 0.4109
H 4.0021 2.6051 -0.7550
H -2.1114 2.7457 -1.2184
H -1.5647 4.0861 -2.2409
H -2.2910 4.4200 -0.6571
H 1.4651 4.8192 -0.3306
H -0.0447 5.6868 0.0422
H 0.4190 5.3549 -1.6401
H 2.7804 2.8299 1.6379
H 2.1819 3.1243 3.2698
H 2.1419 4.4350 2.0790
H -1.3730 3.1485 2.3868
H -0.3738 4.5980 2.6256
H -0.2162 3.2098 3.7209
H 3.9780 -0.0053 -2.6412
H 3.0308 1.2548 -3.4730
H 2.8383 -0.4624 -3.8957
H -0.1205 -0.6789 -2.4194
H 0.6490 0.1182 -3.7009
H 0.1008 1.1302 -2.3745

55
Properties=species:S:1:pos:R:3 method="wB97M-V/def2-TZVPD" total_charge=0 orbital_gap_ha="0.301 / 0.151" multiplicity=1 fmax_ev_per_a=3.10 e_homo_ev="-7.910 / -5.592" e_tot_ev=-40910.6868
C 1.1179 2.0833 -0.3758
C 0.1092 2.6275 -1.2302
C -1.1370 2.5440 -0.5480
H 0.2477 3.0096 -2.2418
C -0.9048 1.8909 0.7021
C 0.4944 1.6605 0.8299
H 0.9918 1.2473 1.7062
H 2.1704 1.9695 -0.6170
H -2.0793 2.9266 -0.9347
H -1.6703 1.6001 1.4162
Hg -2.3799 -3.7129 0.0131
C -0.7735 -2.2239 -2.1891
H -1.8036 -2.0016 -1.8748
H -0.1275 -2.4862 -1.3278
H -0.7633 -3.0480 -2.9189
Si 0.0593 -0.5597 -3.0197
C 1.7252 -0.8350 -3.8134
C 2.6576 0.2273 -3.8179
H 2.3699 1.2176 -3.4530
C 3.9671 0.0196 -4.2721
H 4.6817 0.8480 -4.2561
C 4.3508 -1.2476 -4.7386
H 5.3683 -1.4053 -5.1150
C 3.4289 -2.3114 -4.7152
H 3.7244 -3.3103 -5.0484
C 2.1217 -2.1096 -4.2434
H 1.4045 -2.9373 -4.2156
C -1.1684 0.4149 -4.0193
C -0.7829 1.1570 -5.1519
H 0.1519 0.9167 -5.6701
C -1.5714 2.2347 -5.5814
H -1.2515 2.8364 -6.4392
C -2.7580 2.5450 -4.8931
H -3.3348 3.4277 -5.1779
C -3.2332 1.7006 -3.8798
H -4.1963 1.8931 -3.3916
C -2.4544 0.6091 -3.4725
H -2.8367 -0.0605 -2.7014
H -3.7475 -4.7098 0.0997
H 0.5685 0.5607 -2.2518
O 1.2613 -2.5998 0.1548
C 0.9349 -3.4791 1.2396
C 0.1826 -2.6650 2.2460
C 0.8304 -2.2675 3.4256
C 0.1764 -1.3885 4.2811
C -1.0765 -0.9040 3.8956
C -1.6456 -1.3485 2.6908
N -1.0382 -2.2569 1.9006
H 1.9956 -2.9790 -0.3523
H 0.3262 -4.3262 0.8774
H 1.8599 -3.8238 1.7220
H 1.8317 -2.6615 3.6023
H 0.6354 -1.0893 5.2206
H -1.6259 -0.1806 4.4967
H -2.6177 -0.9649 2.3435

17
Properties=species:S:1:pos:R:3 method="wB97M-V/def2-TZVPD" total_charge=+1 orbital_gap_ha="0.319 / 0.253" multiplicity=3 fmax_ev_per_a=6.39 e_homo_ev="-12.503 / -14.665" s_squared=2.013 e_tot_ev=-7860.5677
C 1.8304 0.7628 -0.4896
C 1.4851 -0.2522 0.2604
C 1.8181 -1.5044 0.6083
C -0.1669 0.0812 0.3586
C -0.3815 0.4247 1.8032
C -1.2170 0.0653 -1.9105
N -0.9964 0.1306 -0.5377
H 1.1038 1.6497 -0.4698
H 2.4442 -1.5329 1.4345
H 1.4427 -2.4284 0.0808
H -0.4643 -0.4529 2.3516
H -1.3492 0.9494 1.8240
H 0.1956 1.2058 2.2761
H -2.2410 0.1431 -1.9152
H -0.8463 0.9404 -2.4048
H -0.8264 -0.9134 -2.3652
H 2.6491 0.9345 -1.0899

60
Properties=species:S:1:pos:R:3 method="wB97M-V/def2-TZVPD" total_charge=0 orbital_gap_ha=0.443 multiplicity=1 smiles=CCCC#N.CCCC#N.CCCC#N.CCCC#N.CCCC#N fmax_ev_per_a=3.56 e_homo_ev=-11.368 e_tot_ev=-28755.8566
C -2.3151 4.9242 -5.6586
C -1.3840 4.2102 -4.6389
C -2.0192 3.8462 -3.3053
C -2.4491 5.0043 -2.4447
N -2.7463 5.8983 -1.8034
H -3.0482 4.2200 -6.0518
H -1.7319 5.0613 -6.5692
H -2.6329 5.9453 -5.4476
H -0.5063 4.7645 -4.3066
H -1.0533 3.2983 -5.1359
H -1.2704 3.3375 -2.6982
H -2.8503 3.1651 -3.4882
C 0.2840 2.7978 0.3622
C 0.7125 1.8122 -0.8080
C 1.9360 0.9146 -0.4229
C 2.6055 0.3414 -1.6429
N 3.0429 -0.0697 -2.6479
H 0.0552 2.3169 1.3133
H -0.6232 3.2700 -0.0148
H 1.0937 3.4996 0.5619
H 0.9142 2.2798 -1.7716
H -0.1090 1.1398 -1.0553
H 1.7122 0.0427 0.1917
H 2.6188 1.4723 0.2181
C 1.2530 -3.2309 5.1621
C -0.1939 -3.6054 4.6490
C -0.1805 -3.9934 3.1339
C -0.0603 -2.8578 2.2184
N 0.0242 -2.0365 1.4153
H 1.9451 -4.0571 4.9992
H 1.3039 -2.9172 6.2047
H 1.6342 -2.3823 4.5941
H -0.9251 -2.8103 4.7952
H -0.4919 -4.4825 5.2235
H -1.1148 -4.4772 2.8494
H 0.6113 -4.6517 2.7764
C -1.8583 0.6031 2.8989
C -2.3713 2.0355 2.6952
C -3.8727 2.0699 2.7055
C -4.3270 1.1846 1.6320
N -4.6830 0.4484 0.8138
H -2.2754 0.1080 3.7758
H -0.7803 0.7633 2.8820
H -2.0353 0.0715 1.9639
H -2.1036 2.5044 1.7483
H -1.9849 2.5693 3.5634
H -4.3186 3.0537 2.5593
H -4.4017 1.6609 3.5663
C 3.3882 -3.7392 -3.3576
C 3.4116 -3.4100 -1.8633
C 3.6516 -4.6614 -1.0286
C 3.3035 -4.6426 0.4093
N 3.0453 -4.6635 1.5050
H 2.5584 -4.4312 -3.5019
H 4.1962 -4.3981 -3.6755
H 3.2228 -2.9360 -4.0755
H 2.3949 -3.0356 -1.7437
H 4.0463 -2.5415 -1.6872
H 4.6495 -5.0924 -1.1087
H 3.1026 -5.5114 -1.4338

60
Properties=species:S:1:pos:R:3 method="wB97M-V/def2-TZVPD" total_charge=0 orbital_gap_ha=0.317 multiplicity=1 smiles="CCOC(=O)N1CCN(Cc2nc3cc(NC(=O)C(C)C)ccc3n2CC)CC1" fmax_ev_per_a=0.96 e_homo_ev=-7.945 e_tot_ev=-35875.1469
C -4.8083 -4.7873 -0.1632
C -3.5345 -3.9986 -0.4324
O -3.8058 -2.6209 -0.6746
C -3.9796 -1.8547 0.4288
O -3.9031 -2.2757 1.5601
N -4.3010 -0.5767 0.1176
C -4.2140 -0.0164 -1.2107
C -2.9528 0.8403 -1.3354
N -2.9836 1.8779 -0.3136
C -1.9505 2.8753 -0.4696
C -0.5350 2.3947 -0.3230
N -0.1729 1.1471 -0.2432
C 1.1927 1.1508 -0.1282
C 2.0758 0.0861 -0.0147
C 3.4242 0.3877 0.0854
N 4.4092 -0.6035 0.2049
C 4.2754 -1.9602 0.1619
O 3.2261 -2.5447 0.0252
C 5.6221 -2.6805 0.2618
C 5.4175 -4.0891 0.8089
C 6.2383 -2.7233 -1.1397
C 3.8710 1.7200 0.0753
C 3.0005 2.7831 -0.0379
C 1.6518 2.4870 -0.1420
N 0.5251 3.2651 -0.2787
C 0.4987 4.7033 -0.2857
C 0.4796 5.2710 1.1329
C -3.0075 1.2797 1.0134
C -4.2715 0.4308 1.1535
H -5.2746 -4.4273 0.7503
H -5.5069 -4.6700 -0.9885
H -4.5676 -5.8403 -0.0462
H -2.8538 -4.0829 0.4209
H -3.0374 -4.3491 -1.3397
H -4.2037 -0.8207 -1.9437
H -5.0977 0.6120 -1.3669
H -2.9345 1.3212 -2.3164
H -2.0638 0.2032 -1.2322
H -2.0672 3.3220 -1.4659
H -2.1375 3.6615 0.2714
H 1.7252 -0.9303 -0.0077
H 5.3480 -0.2430 0.3044
H 6.2851 -2.1211 0.9317
H 5.0436 -4.0491 1.8291
H 4.6853 -4.6135 0.2007
H 6.3532 -4.6428 0.7981
H 7.2014 -3.2285 -1.1123
H 6.3845 -1.7206 -1.5376
H 5.5811 -3.2676 -1.8139
H 4.9314 1.9154 0.1591
H 3.3673 3.7988 -0.0437
H 1.3902 5.0558 -0.8136
H -0.3818 5.0383 -0.8395
H 0.4766 6.3571 1.1001
H 1.3572 4.9382 1.6821
H -0.4060 4.9348 1.6671
H -3.0226 2.0805 1.7568
H -2.1248 0.6470 1.1865
H -4.2919 -0.0727 2.1203
H -5.1570 1.0647 1.0442

12
Properties=species:S:1:pos:R:3 method="wB97M-V/def2-TZVPD" total_charge=0 orbital_gap_ha=0.347 multiplicity=1 fmax_ev_per_a=4.77 e_homo_ev=-11.153 e_tot_ev=-70002.0849
N 0.3069 -0.3149 -1.0568
N 0.8620 1.1716 1.0719
N -1.3745 -0.1018 1.0184
O -1.4081 -2.0145 -0.6754
O 2.2844 -0.8143 0.7637
F -2.0441 0.1859 -1.3630
F -1.0280 2.2356 -0.1181
P 1.4580 0.2378 -0.0587
S -1.0441 -0.6662 -0.3911
S -0.6650 1.2953 1.2444
Cl 2.7720 1.1254 -1.1496
Cl 2.3932 -2.4229 0.1355